[1]
2 unconnected molecules or ions with the total composition C27H45BBr2F5N2O10P2S at a distorted geometry. Source: the Open Molecules 2025 dataset; level of theory: ωB97M-V/def2-TZVPD.

Structure (ORCA input):
```
! RIJCOSX wB97M-V def2-TZVPD def2/J DEFGRID3
* xyz 1 1
H -2.38295 2.19710 3.52538
H -2.37138 2.17008 0.47259
H 3.84297 -4.06017 -1.32939
H -2.08243 0.66842 1.41030
C -0.57682 -0.61543 5.21446
H 2.79332 -1.43209 1.97473
H 3.48083 -2.78689 -2.47260
H 0.49529 -1.23984 -1.63100
C 2.14639 -1.09946 -0.36766
O -1.03660 0.60084 -1.16018
O -2.81834 -2.48282 -6.50069
H 4.62352 1.76404 1.41449
H -1.61240 -1.09474 0.44821
H -0.77459 -2.70566 -1.85632
O -5.00572 -1.48247 -5.99016
C 0.57657 5.09266 1.91175
H -6.95274 -4.16233 -5.27439
S -3.49696 -1.67439 -5.53787
P 4.27752 0.50590 -1.29635
C 2.87247 2.63395 0.53500
H 4.19610 -2.02694 -0.10389
H 3.80454 1.81499 -2.83505
O 4.42551 -0.48085 -2.36494
H 1.65708 4.90697 1.95682
C 3.12162 -3.26054 -1.56132
H 2.16112 -3.76453 -1.66345
H -6.64418 -2.31949 -6.85724
F 1.99489 2.45303 3.22099
C 1.28299 1.89337 -1.13853
O -0.90705 2.64929 -2.20756
H -1.96968 0.08457 -5.39350
H -3.06968 0.27072 -6.78668
C 4.09380 2.63994 1.04712
C 1.11992 1.10151 1.39543
H 2.10369 -0.20668 7.14575
H 0.57314 -3.08576 -0.27943
O 0.41398 -0.11207 1.18055
F -2.32144 -1.56371 6.47964
H -1.89459 0.67149 -1.60186
C -2.99977 0.00514 -5.73548
H 1.75162 1.47348 -2.04389
C -5.78529 -2.66205 -6.28331
C -1.29043 -2.09778 0.19715
H -5.42318 -3.79322 -4.47495
H -0.51318 3.50948 -2.01638
H 3.39133 0.04731 0.72138
H 0.35615 4.14142 0.01644
H -1.14051 4.44339 0.84768
O 4.28603 1.93842 -2.00014
H 1.91002 -0.67728 -2.39365
C 1.96351 0.37847 5.10460
C 1.16028 -1.25243 0.83808
H -6.75549 -2.65486 -4.35673
O 1.85230 -1.64328 2.00948
O -3.46540 -2.00676 -4.14438
C 1.48288 -0.17610 6.25458
C 0.18716 -2.49898 0.55262
H -5.21778 -3.33950 -6.92307
H -3.64580 0.63633 -5.12996
C -1.98633 1.75448 1.41064
B -0.25740 1.67005 -1.46094
H -3.79980 1.67258 2.65062
C 3.16754 -2.34536 -0.32443
C -6.25902 -3.35984 -5.02397
N 2.92635 0.22972 -0.18717
C 2.00796 1.40772 0.15237
H -0.17044 -1.10506 7.26778
F -2.04366 -2.27556 4.44027
H -2.37875 -3.17672 -1.38437
H 1.46803 2.95919 -1.29746
C -2.89340 2.27906 2.55867
C 0.19570 -0.68171 6.34154
P -0.28464 2.38953 1.75508
H 4.68094 3.55394 1.07759
Br -2.54758 -3.26215 1.20094
O 5.58304 0.47721 -0.40334
H 0.42985 6.10953 1.54279
Br 0.20899 -3.78214 2.04659
H 2.89037 -3.03546 0.48128
H 2.47288 3.61786 0.30886
H 0.22216 4.96487 2.93897
H 6.20642 -0.13102 -0.83467
H 2.97166 0.78051 5.11742
F -2.89515 -0.31430 4.77586
F 3.15270 0.64648 2.75017
H -0.76048 -0.00437 3.20116
C 1.86303 1.16557 2.77788
H -2.05408 -1.47324 -1.78209
N 1.50477 -1.20863 -1.64082
C -1.65962 -2.36469 -1.29768
C -0.12555 4.04844 1.00128
H -3.16930 3.32699 2.41003
C -1.98401 -1.19142 5.23962
C 1.17279 0.46375 3.96522
C -0.10008 -0.03904 4.06112
*
```

Values from the calculation:
Largest force on an atom   0.0775 Eh/bohr
Frontier orbital gap   8.111 eV
Highest occupied orbital energy   -10.778 eV

[2]
4 unconnected molecules or ions with the total composition C27H45Br2N3O7 at a distorted geometry. Source: the Open Molecules 2025 dataset; level of theory: ωB97M-V/def2-TZVPD.

Structure (ORCA input):
```
! RIJCOSX wB97M-V def2-TZVPD def2/J DEFGRID3
* xyz 0 1
C 0.85195 2.48570 0.21943
H 4.15196 -5.03948 -1.31221
H 10.97313 -1.79929 -0.80759
H -5.51242 8.27474 2.86451
H -2.31172 -6.26875 -2.61309
C -2.41113 1.20976 2.42927
H 3.28843 -7.32465 -1.49728
C -1.93606 2.37068 -0.07097
H -1.32985 0.76127 2.42872
O -2.94370 4.86370 4.23076
H -2.44645 -4.85240 -1.29414
H -2.32126 5.48017 3.80891
N 1.76375 -5.51513 0.84135
H -4.15701 -1.34020 -2.97985
O 0.20135 -3.31983 -1.08769
C -1.84278 -0.85789 -0.73315
H 2.47768 -7.91529 -0.17102
C -2.78088 2.14855 1.13751
H -3.91691 -5.20026 -2.45890
N 0.99760 -6.25910 -1.47856
H -5.61923 12.19474 2.82088
H -5.16418 11.05164 4.11138
H 7.71099 -3.49377 -0.50939
H -4.07619 -3.69614 -4.03810
H 0.06483 -6.04089 -1.05224
C 8.86901 -2.06052 -1.85310
C 3.02914 -4.71377 -1.35901
C 2.73861 -3.16991 -0.89167
H -3.67579 -2.59557 -1.56567
C -5.86032 11.23775 3.29024
H 5.62060 -2.41476 -2.69627
C -1.97357 -1.13557 -2.34707
H -6.88153 11.25715 3.67855
H 0.77051 3.65751 0.42605
H 2.43614 -4.86476 1.30390
C -0.47408 1.56495 -0.10402
H 8.50521 -0.96272 -2.05764
O 5.33949 -2.85197 -0.52681
H -7.83779 6.86573 3.69477
Br -4.57813 3.07529 1.14802
O 4.87064 -0.02990 0.35124
C 9.87868 -2.19005 -0.54040
H -6.36535 10.39059 1.62096
C 2.36082 0.07002 -0.10326
H 9.46664 -2.46366 -2.77528
H 3.27812 2.32513 0.44186
C 6.12118 -2.27598 -1.63220
C -7.33289 7.68980 3.18535
C 2.31391 1.67817 0.21671
C 1.02118 -0.86233 -0.46712
C 2.14811 -5.85631 -0.58123
C -0.41928 -0.07150 -0.44322
H -2.60785 -2.58106 -4.68432
C 3.94330 -2.32500 -0.52219
Br -2.54440 3.58542 -1.59291
H -7.63947 8.63672 3.63657
C -2.74979 -5.18635 -2.37997
H 0.77050 -5.21029 0.93684
H -4.41349 6.30315 4.25244
O -5.93334 7.52967 3.32616
H 9.44808 -1.65548 0.41207
C 7.59054 -3.07353 -1.61881
N 3.05586 -7.10036 -0.48294
C 3.80970 -0.72082 -0.07522
H -7.59726 7.67653 2.12518
H 7.58279 -4.00885 -2.33753
H 6.40533 -1.13181 -1.45493
H 1.06848 -7.29133 -1.72770
H -1.00000 -1.66076 -2.73247
H 2.71551 -4.77810 -2.50842
H -2.54310 1.77717 3.46999
H -4.36568 5.25947 2.79763
H -4.97553 4.61350 4.34348
H -2.06868 -0.09974 -2.90236
C 1.22379 -2.47026 -0.81795
H -2.78066 -0.28262 -0.27169
O -5.73615 10.19851 2.33694
H 9.95038 -3.35880 -0.30984
O -2.13337 -4.27711 -3.36557
C -3.33069 -2.08101 -2.56192
C -3.04691 -3.19019 -3.76030
C -4.24910 5.28764 3.88374
H -3.15242 0.27605 2.48898
H -1.77749 -1.87104 -0.10522
*
```

Values from the calculation:
Largest force on an atom   0.1608 Eh/bohr
Frontier orbital gap   6.989 eV
SMILES   CCCCOC1=C(CC(N)(N)N)C(=O)c2c(ccc(/C(Br)=C(\C)Br)c2CCCCOC)C1=O.CO.CO.CO
Highest occupied orbital energy   -8.874 eV